This record from the OMol25 dataset describes a cluster of 2 separate species, C2H6Cl2NP in total. The level of theory is ωB97M-V/def2-TZVPD.

Computed properties:
energy relative to the best compared isomer or geometry (same formula, charge and spin): 0.00 kcal per mole
HOMO level (spin up / spin down): -8.624 / -9.680 eV
multiplicity: 3
F_max: 2.09 eV/A
gap between HOMO and LUMO (spin up / spin down): 9.352 / 7.537 eV
⟨S²⟩: 2.014
net charge: 0
LUMO (spin up / spin down): 0.7 / -2.1 eV

Atoms and positions in Å:
C: -0.67151 -2.11523 0.36538
C: 1.50670 2.04154 -0.73718
N: -1.24782 -1.06480 1.13203
P: -0.71455 0.36104 1.55919
Cl: -2.48616 1.06521 2.26526
Cl: 0.38219 0.22472 3.28881
H: 0.31127 -2.37971 0.89747
H: -0.64837 -1.74491 -0.64292
H: -1.32984 -2.96765 0.18638
H: 2.28022 1.40743 -0.40730
H: 0.79477 1.49628 -1.35528
H: 1.58346 3.08763 -0.40601

Forces on atoms 1 to 3 (eV/Å):
1.307 -0.173 1.621
-0.035 0.232 -0.063
-0.638 -0.348 -0.735



This record from the OMol25 dataset describes a cluster of 2 separate species, C8H20N in total. The level of theory is ωB97M-V/def2-TZVPD.

Computed properties:
energy relative to the best compared isomer or geometry (same formula, charge and spin): 0.00 kcal per mole
HOMO level: -13.359 eV
multiplicity: 1
F_max: 1.08 eV/A
gap between HOMO and LUMO: 9.869 eV
net charge: +1
LUMO: -3.5 eV

Atoms and positions in Å:
C: -1.11275 -0.64250 -1.26521
C: 0.03862 0.34411 -1.47074
C: -2.44854 -0.01892 -1.67526
C: -0.21417 1.64746 -0.71001
C: -2.70134 1.28442 -0.91453
C: -1.54996 2.27103 -1.12006
H: -1.16039 -0.91937 -0.19445
H: -0.93003 -1.56806 -1.84436
H: 0.12735 0.57111 -2.55057
H: 0.99339 -0.11006 -1.14272
H: -3.27468 -0.73305 -1.49369
H: -2.42414 0.19868 -2.76039
H: 0.61196 2.36159 -0.89162
H: -0.23854 1.42989 0.37512
H: -2.79011 1.05745 0.16531
H: -3.65609 1.73860 -1.24258
H: -1.73269 3.19661 -0.54094
H: -1.50232 2.54786 -2.19083
C: 2.83092 -0.27502 2.18311
C: 1.93293 -2.53276 1.64157
N: 1.62061 -1.13635 2.05934
H: 2.55575 0.74706 2.49333
H: 3.35627 -0.21936 1.21485
H: 3.52033 -0.69689 2.93367
H: 2.43709 -2.53035 0.66054
H: 2.60116 -3.00788 2.37937
H: 1.01190 -3.13446 1.56232
H: 1.12569 -1.15937 2.97600
H: 0.97177 -0.71137 1.36352

Forces on atoms 1 to 3 (eV/Å):
0.102 -0.291 -0.220
0.055 0.006 -0.111
-0.283 -0.141 -0.070



This record from the OMol25 dataset describes a cluster of 2 separate species, C2H5O in total. The level of theory is ωB97M-V/def2-TZVPD.

Computed properties:
energy relative to the best compared isomer or geometry (same formula, charge and spin): 21.07 kcal per mole
HOMO level: -2.284 eV
multiplicity: 1
F_max: 1.90 eV/A
gap between HOMO and LUMO: 6.743 eV
net charge: -1
LUMO: 4.5 eV

Atoms and positions in Å:
O: 1.88664 0.96848 -0.62740
H: 1.91361 1.80363 -1.10892
C: -0.80058 -0.43159 -0.19048
C: -1.34734 -0.77400 0.96115
H: -1.14234 -0.61016 -1.20367
H: 0.08464 0.23783 -0.22116
H: -2.11353 -1.54298 1.01509
H: -1.09921 -0.27880 1.89184

Forces on atoms 1 to 3 (eV/Å):
-0.096 0.027 0.001
0.034 0.003 0.011
1.067 1.564 -0.148



This record from the OMol25 dataset describes a structure of composition C31H50HgN2O8SSb. The level of theory is ωB97M-V/def2-TZVPD.

Computed properties:
energy relative to the best compared isomer or geometry (same formula, charge and spin): 22.67 kcal per mole
HOMO level (spin up / spin down): -1.953 / -1.974 eV
multiplicity: 2
F_max: 0.89 eV/A
gap between HOMO and LUMO (spin up / spin down): 5.856 / 4.799 eV
⟨S²⟩: 0.772
net charge: -2
LUMO (spin up / spin down): 3.9 / 2.8 eV

Atoms and positions in Å:
Hg: 0.32506 0.24907 0.09121
C: -0.23026 -1.00473 2.94523
C: 1.04995 -1.71442 2.74999
C: 0.73801 -2.92924 2.14290
C: -0.68973 -2.96505 2.02792
C: -1.27515 -1.78156 2.51096
C: -2.75101 -1.46126 2.57143
C: -2.97861 0.04433 2.72114
C: -3.36637 -2.20051 3.77298
C: -3.44558 -1.93268 1.28718
C: 1.56345 -4.07481 1.55169
C: 2.90236 -3.60359 0.97127
C: 0.79573 -4.70558 0.37212
C: 1.80514 -5.17701 2.59682
C: 2.32468 -1.14798 3.37336
C: 3.03966 -2.22340 4.21010
C: 1.98694 -0.00771 4.35396
C: 3.28872 -0.53384 2.34339
H: -0.33844 -0.04478 3.41974
H: -1.24743 -3.79242 1.61532
H: -2.51832 0.42659 3.63498
H: -4.04868 0.26146 2.77183
H: -2.55803 0.58649 1.87118
H: -2.92185 -1.84547 4.70520
H: -3.17217 -3.27287 3.68977
H: -4.44853 -2.04411 3.81812
H: -3.00276 -1.44057 0.41933
H: -4.51014 -1.68852 1.31933
H: -3.34762 -3.01370 1.16363
H: 2.73144 -2.76227 0.29742
H: 3.37277 -4.41171 0.40475
H: 3.59814 -3.29760 1.74873
H: 0.44708 -3.92714 -0.30888
H: -0.06443 -5.28580 0.70920
H: 1.45079 -5.38247 -0.18104
H: 2.41796 -4.81522 3.42184
H: 2.31071 -6.03673 2.14473
H: 0.85339 -5.51543 3.01246
H: 2.33078 -2.68272 4.90263
H: 3.84572 -1.76864 4.79213
H: 3.47046 -3.00606 3.59089
H: 1.31055 -0.34971 5.14054
H: 1.53639 0.83626 3.83205
H: 2.90875 0.34227 4.82333
H: 3.56787 -1.23097 1.55936
H: 4.19811 -0.19160 2.84755
H: 2.81178 0.32419 1.86797
O: -3.56306 2.12668 -3.09903
C: -2.48087 2.27003 -2.51576
O: -1.42364 1.57597 -2.65034
C: -2.28085 3.44971 -1.55975
C: -2.60849 4.71173 -1.92444
C: -2.22708 5.82766 -1.12787
C: -1.35355 5.64214 -0.06436
C: -0.95890 4.37538 0.29377
C: -1.58313 3.18912 -0.30089
O: -1.60634 2.08907 0.26389
N: 0.03356 4.23428 1.31008
O: 0.76476 3.25343 1.30053
O: 0.13587 5.11761 2.16341
N: -2.66081 7.12806 -1.45731
O: -3.36434 7.28997 -2.45822
O: -2.33859 8.07772 -0.73405
H: -3.15494 4.88660 -2.84125
H: -0.95118 6.49966 0.45359
C: -0.43066 -2.92270 -3.90443
Sb: -0.83642 -0.84689 -3.19874
C: -0.67369 -0.11433 -5.23744
C: -2.95486 -1.20420 -3.24816
H: -1.04149 -3.16647 -4.77796
H: -0.64061 -3.64731 -3.11354
H: 0.62392 -3.01902 -4.17723
H: -1.24241 -0.74456 -5.92271
H: 0.37223 -0.09551 -5.55115
H: -1.06838 0.90079 -5.25123
H: -3.24474 -1.65495 -4.19859
H: -3.45466 -0.24389 -3.12441
H: -3.23447 -1.86953 -2.42916
C: 0.50856 3.71648 -4.29917
C: 1.50439 2.73215 -3.71082
S: 1.56198 2.98173 -1.89073
O: 1.90503 4.41887 -1.71971
C: 3.16652 2.10978 -1.63111
C: 3.25506 0.72096 -2.24680
H: 0.50654 3.65446 -5.38938
H: 0.75809 4.73441 -3.99714
H: -0.49138 3.48704 -3.93676
H: 2.50784 2.88623 -4.11499
H: 1.17213 1.70296 -3.85877
H: 3.25647 2.05772 -0.54419
H: 3.92914 2.78980 -2.01562
H: 2.36321 0.13375 -2.01478
H: 4.11922 0.18767 -1.84395
H: 3.35778 0.76896 -3.33107

Forces on atoms 1 to 3 (eV/Å):
0.077 -0.069 0.146
-0.481 0.001 -0.029
0.147 -0.202 0.068



This record from the OMol25 dataset describes a structure of composition C23H26IrN7O. The level of theory is ωB97M-V/def2-TZVPD.

Computed properties:
HOMO level (spin up / spin down): -17.809 / -17.887 eV
multiplicity: 2
F_max: 5.04 eV/A
gap between HOMO and LUMO (spin up / spin down): 4.773 / 5.240 eV
⟨S²⟩: 0.808
net charge: +3
LUMO (spin up / spin down): -13.0 / -12.6 eV

Atoms and positions in Å:
Ir: 0.43306 -0.20095 -0.23565
C: -2.00874 1.86685 0.55815
C: -1.31424 3.01015 -0.18765
C: -0.93004 2.67105 -1.59845
C: -1.09914 3.62805 -2.60465
C: -0.72664 3.32455 -3.89795
C: -0.23774 2.05865 -4.18625
C: -0.11364 1.15925 -3.14105
N: -0.42624 1.47875 -1.89025
N: -1.11314 0.94845 1.27125
C: -1.86874 -0.21815 1.75315
C: -2.31524 -1.14325 0.65375
C: -3.40494 -1.98735 0.83705
C: -3.77904 -2.84265 -0.18665
C: -3.07374 -2.80585 -1.38185
C: -1.98994 -1.94725 -1.48535
N: -1.60994 -1.15995 -0.48095
C: -0.44754 1.59665 2.40515
C: 0.86876 0.96305 2.76685
C: 1.43446 1.13875 4.02945
C: 2.68486 0.60655 4.29155
C: 3.35106 -0.08855 3.29105
C: 2.71436 -0.24125 2.07035
N: 1.51106 0.27255 1.82855
H: -2.59914 1.28595 -0.15325
H: -2.70944 2.30765 1.27915
H: -0.41504 3.34145 0.33805
H: -1.99444 3.86265 -0.21435
H: -1.51744 4.59275 -2.35575
H: -0.82234 4.06755 -4.68005
H: 0.02676 1.76395 -5.18945
H: 0.23696 0.15145 -3.32475
H: -2.74714 0.12275 2.31515
H: -1.24274 -0.79175 2.44265
H: -3.94204 -1.97105 1.77245
H: -4.60824 -3.52395 -0.05425
H: -3.35344 -3.42635 -2.21745
H: -1.40364 -1.90785 -2.39405
H: -1.11204 1.59615 3.27825
H: -0.25014 2.64555 2.16735
H: 0.89696 1.68445 4.78985
H: 3.13986 0.72765 5.26535
H: 4.33776 -0.50275 3.44245
H: 3.19256 -0.78355 1.26555
C: 1.61006 -3.55115 -0.76325
C: 0.53676 -3.61945 0.30805
O: 0.46486 -2.39275 1.04585
H: 1.50616 -4.38875 -1.44455
H: 2.61316 -3.57075 -0.34015
H: 1.48546 -2.61495 -1.32945
H: 0.72886 -4.44865 0.99685
H: -0.45014 -3.77165 -0.13495
H: 1.20686 -2.38705 1.66425
N: 2.16686 0.25215 -1.16685
C: 3.10186 0.44585 -1.86915
N: 4.01256 0.57595 -2.66685
C: 5.16026 0.91565 -3.08255
N: 6.20376 1.22455 -3.46965

Forces on atoms 1 to 3 (eV/Å):
-1.652 3.562 -0.596
-0.311 0.658 -0.620
0.127 -0.300 0.098



This record from the OMol25 dataset describes an isolated molecule of C9H14ClN3O3. The level of theory is ωB97M-V/def2-TZVPD.

Computed properties:
energy relative to the best compared isomer or geometry (same formula, charge and spin): 5.12 kcal per mole
structure (SMILES): CC(C)[C@]1(C[C@@H](O)CCl)N=CC([N+](=O)[O-])=N1
HOMO level: -10.722 eV
multiplicity: 1
F_max: 5.79 eV/A
gap between HOMO and LUMO: 8.932 eV
net charge: 0
LUMO: -1.8 eV

Atoms and positions in Å:
C: 1.20105 -0.61222 -2.07029
C: 1.79934 0.24294 -0.87821
C: 2.42196 1.48513 -1.50606
C: 0.74743 0.59791 0.21739
C: 0.13028 -0.69437 0.80312
C: -0.77241 -0.49133 2.03218
O: -2.11060 -0.14961 1.58171
C: -0.85714 -1.79041 2.91394
Cl: 0.72676 -2.47471 3.38573
N: -0.33617 1.48113 -0.31626
C: -0.25442 2.59071 0.38686
C: 0.77515 2.53732 1.41513
N: 1.02954 3.52883 2.38155
O: 1.73968 3.19852 3.34007
O: 0.45347 4.61589 2.23313
N: 1.36208 1.36498 1.29419
H: 0.82649 -1.54455 -1.64328
H: 1.94991 -0.76562 -2.83576
H: 0.32749 -0.07788 -2.53903
H: 2.62011 -0.34265 -0.43957
H: 1.64390 1.91710 -2.11537
H: 3.30510 1.23023 -2.13664
H: 2.74150 2.24110 -0.77826
H: -0.43310 -1.21702 0.02551
H: 0.97820 -1.34685 1.05688
H: -0.39559 0.36614 2.64429
H: -2.04829 0.55838 0.91449
H: -1.34903 -1.50795 3.82383
H: -1.39327 -2.52075 2.38188
H: -0.95410 3.45493 0.30215

Forces on atoms 1 to 3 (eV/Å):
-1.133 1.070 1.361
0.347 -0.249 -1.300
0.407 0.143 0.091



This record from the OMol25 dataset describes an isolated molecule of C6H10O. The level of theory is ωB97M-V/def2-TZVPD.

Computed properties:
energy relative to the best compared isomer or geometry (same formula, charge and spin): 40.07 kcal per mole
structure (SMILES): C/C=C/C=C(/C)O
HOMO level: -7.517 eV
multiplicity: 1
F_max: 2.07 eV/A
gap between HOMO and LUMO: 8.421 eV
net charge: 0
LUMO: 0.9 eV

Atoms and positions in Å:
C: -2.02652 -0.27820 2.53618
C: -1.50913 -0.28720 1.11841
C: -0.27967 -0.10675 0.62650
C: 0.00845 0.29440 -0.75794
C: 1.25831 0.43183 -1.24646
C: 1.85371 -0.19727 -2.47658
O: 2.24133 0.85022 -0.33684
H: -1.22677 -0.51445 3.22841
H: -2.53800 0.66992 2.69458
H: -2.80531 -1.04012 2.58870
H: -2.29225 -0.27252 0.35333
H: 0.57713 -0.20590 1.29344
H: -0.89884 0.39269 -1.34058
H: 1.63419 -1.24697 -2.68999
H: 2.93648 -0.11218 -2.51053
H: 1.38205 0.27552 -3.35327
H: 1.68485 1.34698 0.27263

Forces on atoms 1 to 3 (eV/Å):
0.177 -1.074 -1.251
-0.515 0.667 -0.789
0.476 1.163 0.765



This record from the OMol25 dataset describes a cluster of 2 separate species, C3H6O2S in total. The level of theory is ωB97M-V/def2-TZVPD.

Computed properties:
energy relative to the best compared isomer or geometry (same formula, charge and spin): 115.01 kcal per mole
HOMO level (spin up / spin down): -9.362 / -9.391 eV
multiplicity: 1
F_max: 5.94 eV/A
gap between HOMO and LUMO (spin up / spin down): 7.914 / 7.973 eV
net charge: 0
LUMO (spin up / spin down): -1.4 / -1.4 eV

Atoms and positions in Å:
C: -0.36770 -0.35220 0.52758
C: 0.00784 -0.08583 -0.80716
C: -1.16461 0.74766 -0.34843
O: -2.50701 -1.61258 1.06005
O: 2.53226 0.25532 0.99751
S: -1.04885 -1.69743 1.19281
H: 0.90782 0.49884 -1.09305
H: 3.14644 0.51422 0.31646
H: -0.06966 -0.62979 -1.78886
H: -0.92673 1.77036 0.05346
H: -2.21548 0.75094 -0.65531
H: 1.70566 -0.15951 0.54493

Forces on atoms 1 to 3 (eV/Å):
-3.340 -0.871 0.522
2.004 2.492 -5.008
1.214 0.268 2.252